# 1
Below is a molecular structure, C24H24N5PPdS2, with properties calculated with ωB97M-V/def2-TZVPD.

```
57
Properties=species:S:1:pos:R:3
Pd -0.3353 1.9437 1.2671
N -2.3904 2.0869 -1.0858
N -1.3876 3.0840 -1.2508
C -0.8374 3.5752 -0.0217
N 0.3463 4.3164 -0.3432
S -1.7760 3.9918 1.3164
H -1.9791 1.3147 -0.5469
H -2.6255 1.7596 -2.0138
H -0.5893 2.7028 -1.7558
H 1.0943 3.6336 -0.4726
H 0.5710 4.8567 0.4823
S -0.3494 0.7719 4.1925
C -1.9501 0.5409 3.6901
C -2.9556 0.0162 4.5454
C -4.2512 -0.0937 4.1006
C -4.5723 0.3160 2.8086
C -3.5424 0.7930 2.0133
N -2.2720 0.8707 2.4123
H -2.6806 -0.2719 5.5511
H -5.0188 -0.4857 4.7626
H -5.5869 0.2761 2.4308
H -3.7321 1.1597 1.0090
N 1.4483 1.6447 0.0920
P 1.2771 0.1745 -0.3125
C 2.7370 -0.3788 -1.3155
C 2.8030 -1.5717 -2.0344
C 3.9274 -1.8777 -2.7874
C 4.9972 -0.9906 -2.8368
C 4.9350 0.2041 -2.1327
C 3.8067 0.5057 -1.3778
C -0.0060 -0.2417 -1.6004
C -0.9941 -1.2247 -1.5249
C -1.9263 -1.3730 -2.5440
C -1.8799 -0.5533 -3.6633
C -0.8861 0.4122 -3.7631
C 0.0406 0.5599 -2.7426
C 1.1492 -1.2159 0.8843
C -0.0586 -1.4985 1.5172
C -0.1456 -2.5136 2.4622
C 0.9802 -3.2436 2.8060
C 2.1976 -2.9510 2.2057
C 2.2803 -1.9485 1.2492
H 1.9679 -2.2636 -2.0001
H 3.9720 -2.8095 -3.3415
H 5.8752 -1.2284 -3.4279
H 5.7647 0.9012 -2.1746
H 3.7130 1.4325 -0.8195
H -1.0450 -1.8712 -0.6591
H -2.6995 -2.1281 -2.4566
H -2.6140 -0.6621 -4.4538
H -0.8393 1.0557 -4.6345
H 0.8121 1.3209 -2.8087
H -0.9263 -0.8905 1.2979
H -1.0920 -2.6884 2.9598
H 0.9188 -4.0186 3.5620
H 3.0915 -3.4971 2.4879
H 3.2380 -1.7296 0.7956
```

Calculated values
Net charge: -2
2S+1: 1
HOMO energy, eV: -0.249
Largest force on an atom, hartree/bohr: 0.01660
E, eV: -67166.655
Gap between HOMO and LUMO, eV: 4.80
E_LUMO, eV: 4.550

***

# 2
Below is a molecular structure, C4H8O3Zn at a distorted geometry, with properties calculated with ωB97M-V/def2-TZVPD.

```
16
Properties=species:S:1:pos:R:3
C -1.8202 2.3297 -0.3856
C -1.4067 0.9325 -0.7750
O -0.0444 0.7824 -0.2762
H -2.8577 2.4710 -0.7121
H -1.7874 2.4665 0.7020
H -1.1859 3.0913 -0.8562
H -1.3698 0.7784 -1.8602
H -2.0257 0.1673 -0.2934
Zn 1.9721 0.9185 -0.7411
O 0.3898 -0.5316 -0.3818
O 2.0566 -0.7616 0.4979
C 1.7299 -1.9228 0.9690
C 0.6772 -2.4636 0.2181
H 0.6816 -3.5219 -0.0571
H 1.8560 -2.7769 1.6587
H 3.1345 -1.9593 2.2928
```

Calculated values
Net charge: +2
2S+1: 1
HOMO energy (alpha / beta), eV: -18.406 / -17.925
Largest force on an atom, hartree/bohr: 0.14915
E, eV: -58803.182
Gap between HOMO and LUMO (alpha / beta), eV: 5.79 / 5.33
E_LUMO (alpha / beta), eV: -12.617 / -12.595

***

# 3
Below is a single C4H6N2 molecule at a distorted geometry, with properties calculated with ωB97M-V/def2-TZVPD.

```
12
Properties=species:S:1:pos:R:3
C -1.1633 1.0323 -0.5613
C -0.2724 0.1091 0.2376
N 0.9490 0.8400 0.5279
C 2.0048 0.1562 0.1460
C 1.5113 -1.1286 -0.2101
N 0.1942 -1.1157 -0.4708
H -0.6591 1.3147 -1.4904
H -2.1417 0.5936 -0.7822
H -1.3028 1.9342 0.0384
H -0.7954 -0.2530 1.1395
H 2.0664 -2.0351 -0.0335
H -0.2220 -1.3985 -1.3527
```

Calculated values
Net charge: 0
2S+1: 1
HOMO energy (alpha / beta), eV: -7.531 / -8.269
SMILES: C[C@@H]1N=C=CN1
Largest force on an atom, hartree/bohr: 0.03548
E, eV: -7221.184
Gap between HOMO and LUMO (alpha / beta), eV: 6.69 / 7.72
E_LUMO (alpha / beta), eV: -0.839 / -0.549

***

# 4
Below is a molecular structure, C16H19F3MoN3O4PS2 at a distorted geometry, with properties calculated with ωB97M-V/def2-TZVPD.

```
49
Properties=species:S:1:pos:R:3
Mo -4.0429 -0.5126 -1.4961
O 6.3175 -2.4287 6.0596
N 6.5748 -1.2639 5.8586
N 5.4422 -0.3874 6.0013
O 4.3476 -0.7973 6.4831
C 5.9012 0.9448 5.8677
C 7.3341 1.2565 5.7472
C 7.7091 2.5800 5.7544
C 6.7151 3.5895 5.7824
C 5.3579 3.3102 5.7816
C 4.9418 1.9694 5.7626
H 8.0464 0.4207 5.8874
H 8.7506 2.8649 5.7599
H 7.0171 4.5760 5.8326
H 4.6687 4.1409 5.8537
H 3.8700 1.7208 5.9058
C -3.3786 3.6817 -7.1719
C -3.6568 3.5730 -5.7054
O -3.9885 2.1661 -5.4284
P -3.3949 1.4124 -4.1613
S -2.8139 1.1794 -0.8726
S -4.5559 -0.3662 -3.8266
O -1.8943 1.1109 -4.7117
C -0.7346 0.7101 -4.0175
C 0.2762 0.3462 -5.0420
H -4.1368 3.0486 -7.6558
H -2.3675 3.4006 -7.4252
H -3.5527 4.7076 -7.5296
H -4.4956 4.1732 -5.2743
H -2.8312 3.9713 -5.1234
H -0.8537 -0.2103 -3.4044
H -0.3741 1.4272 -3.2426
H 0.3401 -0.7620 -5.0929
H 1.2334 0.7576 -4.6126
H 0.1997 0.7901 -6.0436
F -2.2801 -5.4028 2.7626
C -2.6266 -5.7006 1.4707
F -3.3249 -6.8914 1.4173
F -1.3969 -5.9421 0.8257
C -3.4247 -4.5064 0.9463
C -4.0851 -4.5582 -0.3065
C -4.2660 -3.4103 -1.0050
N -3.9697 -2.1983 -0.4265
C -3.6320 -2.0992 0.9245
C -3.3728 -3.2418 1.6640
H -4.4676 -5.5019 -0.7865
H -4.5863 -3.3661 -2.0682
H -3.6236 -1.1245 1.4027
H -2.9154 -3.1578 2.6789
```

Calculated values
Expectation value of S²: 4.06
Net charge: +1
2S+1: 4
HOMO energy (alpha / beta), eV: -9.924 / -10.977
Largest force on an atom, hartree/bohr: 0.08291
E, eV: -70514.859
Gap between HOMO and LUMO (alpha / beta), eV: 4.19 / 5.59
E_LUMO (alpha / beta), eV: -5.730 / -5.388

***

# 5
Below is a single C18H25N5O3S2 molecule at a distorted geometry, with properties calculated with ωB97M-V/def2-TZVPD.

```
53
Properties=species:S:1:pos:R:3
C 0.3696 -1.2967 -5.0077
C -0.8978 -0.4489 -4.9987
C -1.1065 0.2956 -3.6812
C -0.0926 1.4306 -3.4759
C -0.1849 1.9623 -2.0998
N 0.6983 1.7769 -1.1911
N 0.3993 2.2852 -0.0041
C -0.7455 2.8746 0.0310
N -1.2998 3.4570 1.1339
C -0.9801 3.1967 2.4558
O -1.3283 3.9576 3.3239
C -0.2584 1.9180 2.6924
C 0.8575 1.8854 3.5208
C 1.5187 0.6908 3.7596
C 1.0667 -0.4823 3.1777
C -0.0584 -0.4431 2.3758
S -0.6482 -1.9475 1.6008
O -0.7655 -2.9819 2.5838
O -1.8083 -1.6308 0.8109
N 0.6582 -2.3349 0.6089
C 0.5316 -3.6775 0.0684
C 1.7640 -4.0046 -0.7659
N 1.8909 -3.0444 -1.8486
C 2.9880 -3.3754 -2.7322
C 2.0273 -1.7085 -1.2975
C 0.8025 -1.3682 -0.4585
C -0.7312 0.7340 2.1334
S -1.5875 2.8587 -1.5188
H 0.3851 -1.9705 -4.1540
H 1.2603 -0.6738 -4.9720
H 0.4148 -1.8911 -5.9171
H -0.8691 0.2676 -5.8229
H -1.7577 -1.1025 -5.1587
H -2.1139 0.7182 -3.6561
H -1.0214 -0.4131 -2.8549
H -0.2826 2.2254 -4.2008
H 0.9233 1.0606 -3.6117
H -1.9355 4.2320 0.9851
H 1.2046 2.8044 3.9677
H 2.3881 0.6776 4.3988
H 1.5593 -1.4276 3.3380
H 0.4314 -4.3595 0.9129
H -0.3660 -3.7505 -0.5621
H 1.6533 -5.0028 -1.1951
H 2.6553 -3.9957 -0.1137
H 2.8169 -4.3644 -3.1545
H 3.9627 -3.3751 -2.2202
H 3.0210 -2.6511 -3.5442
H 2.1068 -0.9912 -2.1162
H 2.9278 -1.6217 -0.6646
H 0.9178 -0.3785 -0.0161
H -0.0955 -1.3756 -1.0921
H -1.6180 0.6999 1.5191
```

Calculated values
Net charge: 0
2S+1: 1
HOMO energy, eV: -8.971
SMILES: CCCCc1nnc(NC(=O)c2cccc(S(=O)(=O)N3CCN(C)CC3)c2)s1
Largest force on an atom, hartree/bohr: 0.02985
E, eV: -54334.817
Gap between HOMO and LUMO, eV: 9.12
E_LUMO, eV: 0.152

***

# 6
Below is a molecular structure, IZn at a distorted geometry, with properties calculated with ωB97M-V/def2-TZVPD.

```
2
Properties=species:S:1:pos:R:3
Zn -1.2609 -0.3308 -0.1099
I 1.2609 0.3308 0.1099
```

Calculated values
Net charge: +1
2S+1: 1
HOMO energy, eV: -15.069
Largest force on an atom, hartree/bohr: 0.03626
E, eV: -56509.851
Gap between HOMO and LUMO, eV: 6.39
E_LUMO, eV: -8.681